(1)
DFT (ωB97M-V/def2-TZVPD) results for a molecular structure, C41H37N7ORuSe.

Positions of all 88 atoms, in Å:
1 Ru 0.37 -0.49 1.06
2 C 1.77 -2.05 -2.75
3 C 2.99 -1.40 -2.90
4 C 3.45 -0.60 -1.87
5 C 2.70 -0.44 -0.72
6 N 1.50 -1.09 -0.58
7 C 1.07 -1.87 -1.58
8 C 3.07 0.43 0.39
9 C 4.28 1.07 0.54
10 C 4.47 1.89 1.68
11 C 3.48 2.00 2.64
12 C 2.29 1.29 2.48
13 N 2.10 0.56 1.33
14 C 1.23 1.16 3.44
15 C 1.19 1.85 4.67
16 C 0.18 1.61 5.56
17 C -0.81 0.67 5.24
18 C -0.74 0.04 4.02
19 N 0.23 0.27 3.13
20 H 1.36 -2.66 -3.54
21 H 3.57 -1.52 -3.80
22 H 4.40 -0.08 -1.97
23 H 0.11 -2.36 -1.44
24 H 5.07 0.94 -0.18
25 H 5.41 2.40 1.81
26 H 3.65 2.60 3.52
27 H 1.97 2.57 4.90
28 H 0.16 2.13 6.51
29 H -1.61 0.45 5.93
30 H -1.49 -0.69 3.73
31 C -3.64 1.89 1.07
32 C -4.55 0.90 0.70
33 C -4.13 -0.42 0.64
34 C -2.80 -0.72 0.93
35 N -1.93 0.24 1.27
36 C -2.34 1.51 1.34
37 C -2.23 -2.08 0.88
38 C -3.03 -3.21 0.76
39 C -2.46 -4.47 0.69
40 C -1.08 -4.61 0.72
41 C -0.28 -3.48 0.84
42 C -0.82 -2.19 0.95
43 H -3.94 2.92 1.14
44 H -5.58 1.15 0.47
45 H -4.82 -1.19 0.35
46 H -1.60 2.23 1.64
47 H -4.10 -3.12 0.71
48 H -3.09 -5.35 0.59
49 H -0.62 -5.58 0.66
50 H 0.79 -3.61 0.84
51 Se 2.46 -2.17 2.65
52 C 1.66 -2.61 4.31
53 C 2.42 -2.50 5.47
54 C 1.82 -2.84 6.68
55 N 0.57 -3.28 6.77
56 C -0.15 -3.37 5.66
57 C 0.34 -3.04 4.41
58 H 3.45 -2.17 5.43
59 H 2.38 -2.78 7.61
60 H -1.16 -3.74 5.79
61 H -0.29 -3.11 3.54
62 C -1.04 0.53 -7.22
63 C -2.08 0.80 -6.12
64 N -1.51 1.49 -4.97
65 C -1.84 2.90 -4.80
66 C -1.20 3.81 -5.85
67 C -0.78 0.75 -4.11
68 O -0.62 -0.46 -4.24
69 C -0.14 1.43 -2.92
70 C 0.85 2.40 -3.02
71 C 1.36 2.95 -1.85
72 C 0.90 2.48 -0.63
73 N 0.00 1.49 -0.53
74 C -0.51 1.00 -1.66
75 H -1.52 0.02 -8.05
76 H -0.25 -0.10 -6.83
77 H -0.61 1.47 -7.58
78 H -2.48 -0.16 -5.78
79 H -2.89 1.41 -6.51
80 H -1.54 3.22 -3.81
81 H -2.93 3.00 -4.86
82 H -0.12 3.70 -5.84
83 H -1.44 4.85 -5.63
84 H -1.57 3.57 -6.85
85 H 1.21 2.72 -3.99
86 H 2.11 3.73 -1.88
87 H 1.25 2.91 0.30
88 H -1.26 0.22 -1.55

- Orbital gap (spin up / spin down): 4.8 / 6.0 eV
- 2S+1: 6
- Net charge: +1

=====

(2)
DFT (ωB97M-V/def2-TZVPD) results for 2 unconnected molecules or ions with the total composition C2HIN2O2 at a distorted geometry.

Positions of all 8 atoms, in Å:
1 C -0.16 0.77 0.43
2 C -0.13 -0.11 -1.83
3 N 0.01 -0.02 1.32
4 N -0.30 -1.04 1.96
5 O 1.00 -0.27 -1.59
6 O -1.25 -0.19 -2.06
7 I 0.58 2.71 0.17
8 H 0.24 -1.85 1.62

- Orbital gap (spin up / spin down): 8.0 / 8.0 eV
- Energy relative to the best compared isomer or geometry (same formula, charge and spin): 0.5795 eV
- 2S+1: 1

=====

(3)
DFT (ωB97M-V/def2-TZVPD) results for a molecular structure, C51H57BClCsF4N12O4S at a distorted geometry.

Positions of all 132 atoms, in Å:
1 Cs 0.32 0.24 0.26
2 C -0.19 3.25 -2.50
3 N 1.14 3.28 -1.93
4 C 1.45 4.63 -1.50
5 C 2.11 2.75 -2.87
6 C 3.44 2.34 -2.25
7 N 3.28 1.18 -1.41
8 C 4.29 0.73 -0.72
9 C 4.10 -0.46 0.06
10 F 2.87 -1.06 0.01
11 C 5.08 -1.03 0.82
12 F 4.80 -2.18 1.50
13 C 6.37 -0.51 0.91
14 C 6.60 0.63 0.15
15 F 7.86 1.17 0.19
16 C 5.65 1.22 -0.64
17 F 6.05 2.31 -1.37
18 H -0.24 3.80 -3.46
19 H -0.89 3.70 -1.81
20 H -0.49 2.22 -2.68
21 H 1.43 5.35 -2.34
22 H 2.44 4.67 -1.05
23 H 0.73 4.94 -0.75
24 H 2.31 3.48 -3.68
25 H 1.66 1.86 -3.31
26 H 3.86 3.19 -1.70
27 H 4.13 2.11 -3.08
28 H 7.13 -0.96 1.51
29 C -2.95 2.87 0.44
30 C -3.43 2.38 -0.89
31 C -4.42 2.95 -1.70
32 C -4.50 2.10 -2.79
33 C -5.41 2.22 -3.96
34 N -3.59 1.11 -2.61
35 N -2.95 1.28 -1.45
36 B -3.41 -0.14 -3.50
37 N -2.04 -0.14 -4.23
38 N -0.87 -0.35 -3.61
39 C 0.08 -0.33 -4.52
40 C 1.52 -0.57 -4.21
41 C -0.48 -0.11 -5.79
42 C -1.84 0.01 -5.56
43 C -2.91 0.21 -6.58
44 N -3.55 -1.41 -2.65
45 N -2.77 -1.68 -1.61
46 C -3.18 -2.81 -1.07
47 C -2.54 -3.39 0.14
48 C -4.27 -3.32 -1.80
49 C -4.48 -2.39 -2.80
50 C -5.53 -2.41 -3.86
51 H -3.80 3.24 1.02
52 H -2.24 3.70 0.31
53 H -2.45 2.07 0.98
54 H -4.99 3.84 -1.52
55 H -6.05 3.09 -3.84
56 H -6.05 1.34 -4.05
57 H -4.85 2.33 -4.89
58 H -4.26 -0.13 -4.33
59 H 1.71 -0.48 -3.14
60 H 2.15 0.15 -4.74
61 H 1.82 -1.57 -4.54
62 H 0.03 -0.02 -6.73
63 H -2.45 0.24 -7.57
64 H -3.44 1.14 -6.40
65 H -3.63 -0.60 -6.55
66 H -1.81 -2.69 0.54
67 H -2.02 -4.32 -0.11
68 H -3.28 -3.62 0.90
69 H -4.81 -4.23 -1.62
70 H -6.15 -3.29 -3.74
71 H -5.08 -2.43 -4.85
72 H -6.16 -1.52 -3.80
73 Cl -4.91 -1.32 6.83
74 C -3.74 -0.70 5.70
75 C -4.19 -0.23 4.46
76 C -3.30 0.29 3.57
77 C -1.90 0.43 3.86
78 O -1.12 0.99 3.06
79 C -1.48 -0.11 5.14
80 C -0.12 -0.04 5.56
81 O 0.79 0.60 5.05
82 C -2.42 -0.69 6.02
83 H -5.25 -0.29 4.22
84 H -3.64 0.64 2.60
85 H 0.10 -0.63 6.48
86 H -2.08 -1.08 6.97
87 O 0.58 -8.08 3.53
88 C -0.01 -7.01 4.24
89 C 0.07 -5.73 3.45
90 C -0.31 -4.53 4.04
91 C -0.22 -3.37 3.27
92 N 0.21 -3.35 2.03
93 C 0.58 -4.50 1.46
94 C 0.50 -5.72 2.14
95 C 1.05 -4.41 0.07
96 C 1.92 -5.36 -0.46
97 C 2.31 -5.24 -1.79
98 C 3.18 -6.30 -2.43
99 O 2.40 -7.33 -3.02
100 C 1.82 -4.17 -2.52
101 C 0.97 -3.26 -1.89
102 N 0.60 -3.39 -0.64
103 H 0.56 -8.87 4.07
104 H 0.51 -6.87 5.20
105 H -1.06 -7.24 4.46
106 H -0.67 -4.49 5.06
107 H -0.51 -2.41 3.68
108 H 0.76 -6.65 1.66
109 H 2.31 -6.17 0.13
110 H 3.80 -6.79 -1.68
111 H 3.83 -5.84 -3.19
112 H 1.69 -6.91 -3.52
113 H 2.12 -4.02 -3.55
114 H 0.55 -2.42 -2.42
115 N 0.75 3.19 3.83
116 C -0.11 4.08 3.30
117 S 0.37 5.26 2.23
118 N -1.42 4.10 3.68
119 C -2.08 3.51 4.74
120 C -1.44 3.08 5.90
121 C -2.17 2.57 6.95
122 C -3.55 2.48 6.88
123 C -4.20 2.93 5.74
124 C -3.47 3.44 4.68
125 H 1.67 3.22 3.42
126 H 0.43 2.26 4.10
127 H -2.00 4.64 3.06
128 H -0.36 3.15 5.97
129 H -1.65 2.23 7.84
130 H -4.11 2.06 7.70
131 H -5.27 2.89 5.68
132 H -3.98 3.79 3.79

- Orbital gap: 5.1 eV
- Energy relative to the best compared isomer or geometry (same formula, charge and spin): 0.2472 eV
- 2S+1: 1
- Net charge: -2

=====

(4)
DFT (ωB97M-V/def2-TZVPD) results for a molecular structure, C35H34BiN3O2P.

Positions of all 76 atoms, in Å:
1 Bi 0.78 0.46 0.61
2 C 5.05 3.94 2.86
3 C 5.84 3.04 2.15
4 C 5.27 1.96 1.51
5 C 3.89 1.78 1.59
6 C 3.09 2.68 2.29
7 C 3.68 3.75 2.93
8 N 3.23 0.70 0.93
9 N 3.94 -0.23 0.51
10 C 3.24 -1.23 -0.22
11 C 4.03 -2.26 -0.70
12 C 3.46 -3.24 -1.50
13 C 2.12 -3.17 -1.82
14 C 1.33 -2.13 -1.33
15 C 1.87 -1.14 -0.52
16 H 5.51 4.78 3.35
17 H 6.91 3.19 2.09
18 H 5.87 1.26 0.94
19 H 2.02 2.53 2.35
20 H 3.06 4.45 3.49
21 H 5.08 -2.27 -0.45
22 H 4.07 -4.05 -1.88
23 H 1.67 -3.91 -2.46
24 H 0.28 -2.10 -1.60
25 O -1.04 3.48 0.62
26 N -1.72 2.28 0.56
27 C -2.97 2.44 0.67
28 C -3.93 1.33 0.58
29 C -5.28 1.70 0.69
30 C -6.29 0.76 0.64
31 C -5.98 -0.58 0.49
32 C -4.65 -0.96 0.36
33 C -3.62 -0.02 0.40
34 P -1.94 -0.71 0.21
35 C -1.69 -1.61 1.77
36 C -2.42 -1.31 2.92
37 C -2.11 -1.90 4.13
38 C -1.05 -2.80 4.22
39 C -0.31 -3.10 3.08
40 C -0.62 -2.50 1.87
41 C -2.15 -1.97 -1.08
42 C -2.30 -3.34 -0.84
43 C -2.41 -4.22 -1.90
44 C -2.38 -3.76 -3.20
45 C -2.24 -2.40 -3.45
46 C -2.12 -1.51 -2.40
47 H -0.19 3.24 0.21
48 H -3.38 3.44 0.80
49 H -5.52 2.75 0.82
50 H -7.32 1.08 0.73
51 H -6.76 -1.33 0.45
52 H -4.42 -2.01 0.23
53 H -3.25 -0.61 2.87
54 H -2.69 -1.66 5.01
55 H -0.82 -3.27 5.16
56 H 0.51 -3.81 3.14
57 H -0.03 -2.76 0.99
58 H -2.33 -3.71 0.18
59 H -2.52 -5.28 -1.70
60 H -2.46 -4.45 -4.03
61 H -2.22 -2.03 -4.47
62 H -2.00 -0.45 -2.59
63 C 1.14 3.75 -2.26
64 C 1.29 2.26 -2.02
65 C 2.73 1.84 -2.20
66 C 0.36 1.46 -2.92
67 O 0.84 2.07 -0.65
68 H 1.45 4.00 -3.28
69 H 1.77 4.31 -1.57
70 H 0.10 4.07 -2.14
71 H 3.02 1.98 -3.24
72 H 2.87 0.78 -1.98
73 H 3.40 2.44 -1.58
74 H 0.55 1.68 -3.97
75 H -0.68 1.72 -2.70
76 H 0.50 0.39 -2.77

- Orbital gap: 7.3 eV
- Energy relative to the best compared isomer or geometry (same formula, charge and spin): 0.0000 eV
- 2S+1: 1
- Net charge: +1